1.
{"formula": "C16H46N2O18S4", "method": "ωB97M-V with the def2-TZVPD basis set", "spin_multiplicity": 2, "energy_ev": -100503.692, "charge": -1, "e_homo_ev": [-0.8, -4.2], "gap_ha": [0.0965, 0.2189], "symbols": ["C", "O", "H", "H", "H", "H", "C", "O", "H", "H", "H", "H", "O", "S", "O", "O", "C", "C", "C", "H", "H", "H", "H", "H", "H", "H", "H", "O", "S", "O", "O", "C", "C", "C", "H", "H", "H", "H", "H", "H", "H", "H", "O", "S", "O", "O", "C", "C", "C", "H", "H", "H", "H", "H", "H", "H", "H", "O", "S", "O", "O", "C", "C", "C", "H", "H", "H", "H", "H", "H", "H", "H", "C", "N", "O", "O", "H", "H", "H", "C", "N", "O", "O", "H", "H", "H"], "positions_angstrom": [[-0.200101, -1.873908, 1.900133], [0.448291, -3.062668, 1.567081], [-0.665136, -2.066244, 2.867004], [0.610721, -1.145967, 1.927976], [-1.005968, -1.563108, 1.235251], [-0.188059, -3.762930, 1.404926], [1.197823, 1.022508, -0.650945], [-0.012684, 1.723199, -0.325026], [1.453311, 0.867228, -1.699139], [1.932687, 1.526602, -0.023281], [1.101276, 0.043132, -0.182328], [-0.318764, 1.609344, 0.577718], [2.266920, -1.933688, -3.373208], [3.549283, -1.240014, -3.071718], [3.898006, -0.959629, -1.694564], [4.686497, -2.113198, -3.938204], [6.043838, -2.049110, -3.506395], [6.209216, -2.962113, -2.276494], [3.656725, 0.284443, -4.138416], [6.327707, -1.021024, -3.281528], [6.597717, -2.323654, -4.404134], [5.505881, -3.788479, -2.173805], [5.985780, -2.456982, -1.336796], [7.216062, -3.362084, -2.156584], [4.705003, 0.580446, -4.098636], [2.997585, 1.030299, -3.694196], [3.331969, 0.025166, -5.146086], [-4.646842, -0.388001, -4.654416], [-3.228624, -0.679254, -4.924143], [-2.319110, 0.284310, -5.600615], [-2.525605, -1.074200, -3.444600], [-1.076810, -1.271728, -3.333354], [-0.721778, -1.798946, -1.915074], [-3.133051, -2.310243, -5.704787], [-0.459781, -0.397099, -3.539264], [-0.693300, -2.019740, -4.027262], [-1.343567, -2.690110, -1.829571], [-0.931304, -1.262057, -0.989901], [0.269981, -2.251030, -1.903759], [-3.220686, -2.247764, -6.789465], [-4.032688, -2.820140, -5.360165], [-2.187735, -2.779346, -5.431976], [-5.456777, -0.955933, 0.524384], [-4.991113, 0.376254, 0.045089], [-5.574525, 0.886489, -1.175330], [-5.398029, 1.552982, 1.254707], [-5.010363, 2.923837, 1.038029], [-5.591208, 3.662770, 2.228714], [-3.130569, 0.453635, 0.037328], [-5.307537, 3.417266, 0.112652], [-3.926415, 2.929844, 1.152579], [-5.291494, 4.710009, 2.189221], [-5.292323, 3.113618, 3.121573], [-6.671739, 3.557006, 2.131963], [-2.752116, 0.305615, 1.048753], [-2.818486, 1.466548, -0.217025], [-2.697657, -0.208566, -0.712452], [-1.278222, 1.938062, 2.168890], [-2.049032, 1.891527, 3.383885], [-2.827755, 3.061930, 3.813503], [-2.981749, 0.520305, 3.418188], [-3.901806, 0.397350, 4.462357], [-4.738015, -0.829810, 4.174508], [-0.883804, 1.587029, 4.754446], [-4.507185, 1.282405, 4.658083], [-3.361402, 0.304645, 5.404425], [-5.387556, -1.030941, 5.026414], [-4.027415, -1.649405, 4.067756], [-5.321938, -0.854811, 3.254450], [-0.613445, 0.537783, 4.635773], [-1.421088, 1.661292, 5.699921], [-0.051137, 2.270775, 4.589340], [3.451783, 0.367500, 2.954923], [3.315355, 0.411180, 4.466087], [4.367821, 0.634017, 5.131738], [2.147353, 0.303301, 4.941390], [3.334602, -0.669190, 2.639245], [4.420341, 0.761030, 2.646507], [2.669872, 1.014719, 2.557656], [6.622811, 1.237762, -0.236842], [5.301276, 1.835906, -0.462430], [4.613282, 2.086774, 0.483981], [5.060474, 2.071991, -1.647292], [6.830143, 0.682236, -1.151443], [6.743183, 0.582301, 0.625697], [7.302920, 2.078745, -0.101593]], "forces_ev_per_angstrom": [[-0.10, -0.03, 0.80], [0.50, -1.11, -1.10], [0.02, 0.82, 0.40], [-0.45, 0.33, 0.35], [0.10, 0.01, -0.45], [-0.07, 0.04, 0.05], [-0.60, -0.28, 3.01], [-0.60, 0.35, -2.13], [-0.48, 0.71, 0.01], [0.90, -0.07, -0.85], [0.28, -0.47, -0.35], [0.55, -0.30, 0.20], [2.97, 1.50, 0.70], [-2.12, -0.63, -2.08], [0.25, -0.42, -1.56], [-1.70, 0.90, 1.10], [-0.15, -0.61, 0.78], [0.43, 0.11, 0.68], [-0.16, -0.99, 1.16], [-0.01, 0.14, 0.16], [0.15, -0.37, 0.26], [0.00, -0.16, -0.97], [0.17, 0.61, -0.17], [0.07, 0.01, -0.26], [-0.18, 0.19, -0.01], [0.19, 0.00, 0.03], [0.08, -0.19, 0.23], [3.10, -0.44, -0.50], [0.90, 1.18, 0.67], [-2.17, -2.11, 1.34], [-0.35, 0.50, -1.33], [0.92, 0.25, 1.04], [-1.15, -1.52, -0.72], [-0.43, 0.51, -0.08], [-0.73, 0.52, -0.16], [-0.44, -0.22, -0.18], [-0.30, -0.25, 0.23], [0.27, 0.71, -0.60], [0.24, 0.66, -0.08], [0.17, 0.42, 0.07], [0.36, -0.21, 0.30], [-0.25, -0.02, 0.07], [1.29, 3.30, -0.52], [-0.99, -0.48, 1.14], [0.90, -0.35, 0.78], [0.27, -2.27, -1.86], [0.95, 0.05, 1.04], [-0.49, -0.74, -0.58], [-0.86, 0.65, 0.13], [-0.19, -0.70, -0.29], [0.18, 0.33, -0.39], [0.02, -0.11, 0.36], [0.16, 0.58, 0.13], [-0.16, 0.36, 0.18], [-0.36, -0.52, -0.16], [-0.34, 0.06, -0.24], [-0.52, -0.18, 0.15], [-1.19, -0.53, 0.18], [0.36, 1.21, 3.18], [0.44, -1.82, -1.35], [1.68, 1.96, -1.79], [-1.21, 0.05, 1.25], [0.45, -0.55, 0.21], [-1.05, -0.90, -1.12], [-0.08, 0.28, -0.77], [0.20, -0.52, 0.13], [-0.02, -0.05, -0.02], [-0.10, -0.29, 0.18], [0.03, 0.66, 0.02], [0.69, 0.17, -0.04], [0.13, 0.51, -0.14], [-0.03, -0.24, 0.30], [-0.20, 0.29, 1.92], [0.97, -0.15, -3.30], [1.18, 0.29, 1.02], [-1.82, -0.04, 0.61], [-0.15, -0.09, -0.28], [-0.05, -0.14, 0.28], [-0.20, -0.14, -0.25], [1.07, -0.52, -0.25], [0.16, -0.22, -0.62], [-0.47, 0.27, 0.04], [-0.36, 0.07, 0.64], [0.27, 0.20, 0.17], [-0.78, 0.24, 0.09], [0.04, -0.06, -0.22]], "mulliken_spin": [-0.01, -0.01, 0.00, 0.01, 0.00, 0.00, 0.01, 0.00, 0.00, -0.01, 0.00, 0.00, 0.00, 0.00, 0.00, 0.00, 0.00, 0.00, 0.00, 0.00, 0.00, 0.00, 0.00, 0.00, 0.00, 0.00, 0.00, 0.00, 0.00, 0.00, 0.00, 0.00, 0.00, 0.00, 0.00, 0.00, 0.00, 0.00, 0.00, 0.00, 0.00, 0.00, 0.00, 0.00, 0.00, 0.00, 0.00, 0.00, 0.00, 0.00, 0.00, 0.00, 0.00, 0.00, 0.00, 0.00, 0.00, 0.01, -0.02, 0.00, 0.00, 0.00, 0.00, 0.01, 0.00, 0.00, 0.00, 0.00, 0.00, 0.01, 0.00, 0.02, 0.02, 0.48, 0.27, 0.19, 0.03, 0.00, -0.01, 0.00, 0.00, 0.00, 0.00, 0.00, 0.00, 0.00]}


2.
{"formula": "C9H13NO3", "method": "ωB97M-V with the def2-TZVPD basis set", "de_lowest_kcal_mol": 184.9, "spin_multiplicity": 1, "energy_ev": -17168.745, "charge": 0, "e_homo_ev": [-10.1, -8.5], "gap_ha": [0.3583, 0.2112], "symbols": ["C", "C", "C", "C", "C", "C", "C", "C", "C", "N", "O", "O", "O", "H", "H", "H", "H", "H", "H", "H", "H", "H", "H", "H", "H", "H"], "positions_angstrom": [[0.187112, 1.208620, 1.341966], [-0.689097, 1.720177, 0.206716], [-2.039250, -0.229259, -0.290528], [-2.252769, -0.624942, 1.064658], [-0.774195, 0.514611, -0.716933], [1.007881, 0.173621, 0.852396], [0.606573, -0.187427, -0.575590], [0.673624, -1.652336, -0.777501], [1.508850, 0.432222, -1.572798], [2.019129, -0.438895, 1.641535], [0.094834, 1.591681, 2.468900], [2.916041, -1.152482, 1.099982], [1.981006, -0.328272, 2.854339], [-1.596329, 2.135526, 0.683647], [-0.276161, 2.572860, -0.299324], [-2.226759, -1.113442, -0.837079], [-2.909360, 0.553079, -0.669110], [-1.663555, -0.280136, 1.880386], [-2.783640, -1.515040, 1.230876], [-0.995363, 1.013942, -1.604764], [1.699083, -1.933270, -0.688361], [0.113914, -2.093701, -1.638266], [0.139885, -2.260511, 0.096988], [2.549365, -0.027577, -1.807021], [1.799837, 1.500151, -1.333018], [0.909344, 0.420798, -2.612098]], "forces_ev_per_angstrom": [[-0.96, 1.66, -0.47], [0.20, 0.20, 1.47], [-1.70, 2.13, -1.92], [0.81, 0.24, 1.08], [-1.01, 0.30, 2.36], [0.55, -1.18, -1.37], [-0.16, 0.10, 0.92], [-2.70, -3.33, 1.80], [1.97, 1.85, -3.85], [2.02, -2.19, 0.33], [0.08, 0.71, 1.81], [-1.74, 1.61, -0.11], [-0.50, 0.48, -0.41], [0.06, -0.67, -0.44], [0.75, 0.39, -0.17], [-0.11, -0.87, -1.36], [1.59, -1.78, 0.87], [0.12, 0.43, 0.57], [-0.81, -0.90, 0.31], [0.22, -0.32, -2.32], [0.56, -0.55, -0.50], [0.89, 0.85, 0.13], [0.99, 1.42, -1.39], [-1.94, 0.16, 0.83], [-0.72, -0.92, -0.34], [1.53, 0.18, 2.15]], "nbo_charge": [0.45, -0.50, -0.48, -0.28, -0.20, 0.22, -0.14, -0.62, -0.61, 0.44, -0.45, -0.41, -0.31, 0.25, 0.24, 0.22, 0.22, 0.18, 0.18, 0.23, 0.25, 0.23, 0.21, 0.24, 0.22, 0.22]}


3.
{"formula": "CH4O3S", "method": "ωB97M-V with the def2-TZVPD basis set", "de_lowest_kcal_mol": 29.3, "spin_multiplicity": 1, "energy_ev": -18078.577, "charge": 0, "e_homo_ev": -10.0, "gap_ha": 0.3927, "symbols": ["C", "H", "H", "H", "H", "O", "O", "O", "S"], "positions_angstrom": [[-0.612079, -0.049275, 0.695279], [-0.793842, -0.803243, -1.055441], [-0.934308, -0.930070, 1.279404], [-0.840442, 0.880460, 1.198365], [0.574426, 1.222077, -1.035762], [-1.167885, -0.026002, -0.577958], [1.327437, 1.232549, -0.379680], [1.236716, -1.323315, -0.550044], [1.209981, -0.203183, 0.425838]], "forces_ev_per_angstrom": [[0.18, -0.62, 0.10], [-0.25, 0.43, 0.28], [0.18, 0.34, -0.09], [0.02, 0.13, 0.18], [0.75, 0.15, 0.60], [-0.02, -0.41, -0.62], [-0.77, -0.82, -0.40], [-0.03, 0.67, 0.43], [-0.07, 0.12, -0.48]], "nbo_charge": [-0.27, 0.50, 0.19, 0.20, 0.50, -0.72, -0.88, -0.97, 1.44]}


4.
{"formula": "C5H6O", "method": "ωB97M-V with the def2-TZVPD basis set", "de_lowest_kcal_mol": 170.0, "spin_multiplicity": 1, "energy_ev": -7321.914, "charge": 0, "e_homo_ev": [-6.3, -6.3], "gap_ha": [0.2670, 0.2671], "symbols": ["C", "C", "C", "O", "C", "C", "H", "H", "H", "H", "H", "H"], "positions_angstrom": [[-0.720433, 0.878131, 1.043663], [0.793452, 0.381123, -0.112068], [0.382794, -1.065588, 0.200194], [0.532265, -1.514890, -1.129719], [0.470309, -0.091790, -1.419694], [-0.824691, -0.190481, 0.109960], [-1.369848, 1.735680, 0.973872], [-0.282882, 0.642964, 2.004056], [1.521799, 1.105023, 0.263424], [0.665074, -1.698544, 1.045437], [0.479291, 0.286810, -2.425223], [-1.653424, -0.464078, -0.545407]], "forces_ev_per_angstrom": [[-0.21, -0.03, 0.12], [0.69, -0.03, 0.14], [0.00, 0.12, 0.53], [-0.08, 0.01, -0.19], [0.15, -0.03, -0.46], [-0.46, -0.44, 0.13], [-0.05, 0.05, 0.00], [0.11, 0.09, 0.00], [-0.15, -0.05, -0.03], [-0.13, 0.23, -0.29], [0.02, 0.03, -0.01], [0.10, 0.07, 0.07]], "nbo_charge": [-0.63, -0.09, 0.06, -0.50, -0.12, -0.04, 0.22, 0.21, 0.23, 0.22, 0.21, 0.24]}


Which value of charge does entry 1 give? -1